[1]
DFT (ωB97M-V with the def2-TZVPD basis set) results for a molecular structure, C29H44BClN11NiS3.

Structure (ORCA input):
```
! wB97M-V def2-TZVPD RIJCOSX def2/J DEFGRID3
* xyz 1 1
Ni -1.549 2.580 -1.989
C 0.273 3.862 3.497
C -0.234 2.682 2.741
C -0.830 1.645 3.355
C -1.271 0.517 2.600
N -1.109 0.440 1.323
N -0.525 1.474 0.650
B -0.290 1.239 -0.820
N 1.136 1.618 -1.281
N 2.016 0.838 -0.651
C 3.290 1.019 -0.855
C 3.738 2.011 -1.761
C 2.839 2.798 -2.414
C 3.245 3.868 -3.373
C 1.457 2.587 -2.132
S 0.276 3.594 -2.800
C 4.214 0.092 -0.076
C 3.960 -1.341 -0.563
C 5.685 0.449 -0.284
C 3.867 0.198 1.415
N -0.591 -0.224 -1.320
N -0.226 -1.263 -0.545
C -0.289 -2.463 -1.040
C -0.743 -2.706 -2.366
C -1.054 -1.669 -3.181
C -1.475 -1.835 -4.604
C -0.949 -0.364 -2.610
S -1.196 1.006 -3.578
C 0.156 -3.648 -0.197
C -1.028 -4.616 -0.040
C 1.310 -4.363 -0.917
C 0.611 -3.210 1.188
C -0.109 2.649 1.292
S 0.523 3.967 0.516
C -1.842 -0.684 3.346
C -2.744 -0.244 4.509
C -0.648 -1.461 3.922
C -2.678 -1.548 2.409
H 0.072 3.745 4.562
H -0.190 4.779 3.137
H 1.346 3.977 3.342
H -0.952 1.653 4.429
H 4.795 2.148 -1.938
H 4.326 3.898 -3.483
H 2.893 4.842 -3.025
H 2.790 3.700 -4.351
H 4.240 -1.456 -1.613
H 2.903 -1.587 -0.458
H 4.547 -2.048 0.025
H 5.989 0.340 -1.327
H 6.304 -0.225 0.308
H 5.905 1.468 0.041
H 2.826 -0.072 1.589
H 4.025 1.215 1.782
H 4.505 -0.475 1.990
H -0.816 -3.722 -2.729
H -1.541 -2.890 -4.863
H -0.760 -1.351 -5.272
H -2.441 -1.360 -4.781
H -1.345 -5.044 -0.992
H -1.884 -4.115 0.415
H -0.737 -5.442 0.609
H 1.023 -4.725 -1.905
H 1.622 -5.226 -0.328
H 2.171 -3.703 -1.032
H -0.235 -2.833 1.758
H 1.366 -2.424 1.144
H 1.028 -4.066 1.722
H -2.192 0.254 5.305
H -3.209 -1.126 4.951
H -3.540 0.421 4.169
H -0.180 -0.892 4.728
H 0.111 -1.648 3.167
H -0.977 -2.416 4.338
H -3.581 -0.988 2.168
H -2.972 -2.472 2.909
H -2.147 -1.785 1.486
N -5.565 -0.183 0.204
N -4.755 0.457 -0.712
N -5.154 0.650 -1.948
C -4.151 1.345 -2.441
N -3.200 1.544 -1.516
N -3.608 0.973 -0.399
H -6.242 -0.719 -0.328
H -4.986 -0.792 0.771
H -4.097 1.691 -3.456
Cl -3.031 4.272 -2.871
C -2.418 4.104 -1.194
H -3.225 3.815 -0.533
H -1.869 4.995 -0.919
*
```

Summary:
* HOMO-LUMO gap: 7.010 eV

[2]
DFT (ωB97M-V with the def2-TZVPD basis set) results for a molecular structure, C29H44CrN8O5S3Si2.

Structure (ORCA input):
```
! wB97M-V def2-TZVPD RIJCOSX def2/J DEFGRID3
* xyz -1 2
Cr -0.711 -0.065 0.665
C 2.084 1.526 -1.638
Si 2.061 1.974 0.197
C 2.894 3.672 0.254
C 3.289 0.878 1.094
C 0.324 1.860 0.859
C 0.057 1.630 2.300
C 0.682 2.159 3.436
C 0.106 1.933 4.670
C -1.043 1.154 4.781
C -1.549 0.565 3.642
N -1.007 0.805 2.451
Si -0.779 3.330 0.438
C -0.801 3.567 -1.423
C -2.505 3.369 1.156
C -0.064 4.895 1.232
H 2.621 0.589 -1.803
H 2.573 2.303 -2.230
H 1.071 1.397 -2.018
H 3.893 3.571 -0.179
H 3.008 4.053 1.272
H 2.358 4.422 -0.328
H 4.298 1.117 0.747
H 3.114 -0.180 0.910
H 3.264 1.023 2.177
H 1.565 2.774 3.321
H 0.550 2.371 5.557
H -1.517 0.979 5.736
H -2.400 -0.102 3.647
H -1.077 2.629 -1.910
H 0.179 3.870 -1.799
H -1.530 4.326 -1.716
H -3.073 2.455 1.028
H -3.045 4.190 0.675
H -2.458 3.584 2.228
H 0.954 5.127 0.933
H -0.079 4.796 2.321
H -0.692 5.754 0.976
N 6.503 -0.777 4.528
C 5.214 -1.140 4.138
C 4.102 -0.540 4.726
C 2.826 -0.867 4.303
C 2.651 -1.795 3.287
C 3.750 -2.408 2.700
C 5.024 -2.078 3.122
S 1.022 -2.179 2.737
O 0.126 -1.670 3.736
O 0.990 -3.575 2.405
N 0.810 -1.261 1.404
C 1.174 -1.716 0.168
N 2.120 -2.611 -0.096
C 2.278 -2.913 -1.384
C 1.539 -2.340 -2.400
C 0.611 -1.376 -2.033
N 0.441 -1.059 -0.762
H 6.576 -0.366 5.445
H 7.220 -1.460 4.346
H 4.243 0.187 5.517
H 1.953 -0.410 4.751
H 3.588 -3.126 1.909
H 5.887 -2.546 2.663
H 3.039 -3.657 -1.600
H 1.674 -2.617 -3.434
H -0.026 -0.861 -2.739
O -3.858 0.192 1.629
S -3.409 -0.283 0.334
O -2.299 0.657 -0.195
O -4.460 -0.454 -0.638
S -2.292 -1.960 0.581
C -2.611 -4.315 -4.682
C -2.570 -4.261 -3.169
N -2.073 -2.957 -2.793
C -2.632 -1.826 -3.373
N -2.293 -0.681 -2.922
C -2.926 0.469 -3.540
C -4.377 0.173 -3.882
C -4.423 -0.997 -4.846
N -3.507 -2.045 -4.429
C -3.621 -3.288 -5.159
H -2.888 -5.304 -5.050
H -1.615 -4.070 -5.061
H -1.896 -5.016 -2.760
H -3.576 -4.459 -2.768
H -1.896 -2.840 -1.797
H -2.378 0.755 -4.452
H -2.863 1.300 -2.836
H -4.878 1.037 -4.324
H -4.879 -0.090 -2.950
H -4.169 -0.678 -5.868
H -5.436 -1.419 -4.883
H -3.492 -3.089 -6.231
H -4.638 -3.689 -5.034
*
```

Summary:
* <S²>: 0.76
* HOMO-LUMO gap (spin up / spin down): 7.580 / 7.426 eV

[3]
DFT (ωB97M-V with the def2-TZVPD basis set) results for a molecular structure, C29H44N11O3PSW.

Structure (ORCA input):
```
! wB97M-V def2-TZVPD RIJCOSX def2/J DEFGRID3
* xyz 4 1
W 0.126 0.804 -0.475
C 1.447 0.596 3.591
C -0.025 0.297 3.279
C -0.181 -0.617 2.083
N -1.515 -0.937 1.723
C -1.863 -1.198 0.529
C -3.230 -1.659 0.266
C -3.561 -2.540 -0.689
C -2.698 -3.289 -1.610
C -1.366 -3.318 -1.736
C -0.338 -2.464 -1.051
C -0.863 -1.105 -0.607
N -1.020 -0.172 -1.649
C -2.121 0.057 -2.571
C -3.158 0.950 -1.907
C -2.523 2.182 -1.305
N -1.503 1.956 -0.238
C -1.539 2.923 0.779
C -2.733 3.413 1.280
C -2.974 4.365 2.277
C -2.068 5.180 2.913
C -0.670 5.171 2.773
C 0.123 4.264 2.119
C -0.244 3.151 1.327
N 0.638 2.215 0.936
C 1.973 2.145 1.584
C 1.967 1.945 3.099
H 2.076 -0.208 3.192
H 1.592 0.567 4.670
H -0.627 1.201 3.169
H -0.477 -0.258 4.105
H 0.371 -1.545 2.257
H 0.507 -0.198 1.198
H -3.993 -1.282 0.938
H -4.611 -2.803 -0.762
H -3.238 -3.979 -2.249
H -0.948 -4.035 -2.435
H 0.450 -2.294 -1.787
H -2.538 -0.903 -2.874
H -1.719 0.551 -3.457
H -3.730 0.404 -1.158
H -3.863 1.283 -2.671
H -3.302 2.838 -0.933
H -2.006 2.755 -2.083
H -3.635 2.975 0.871
H -4.016 4.514 2.529
H -2.475 5.923 3.589
H -0.142 5.956 3.303
H 1.188 4.424 2.219
H 2.534 3.040 1.299
H 2.517 1.319 1.126
H 1.416 2.742 3.600
H 3.004 2.056 3.423
S 0.626 -3.432 0.213
C -0.503 -4.615 0.866
N -0.220 -5.897 0.843
C -1.228 -6.696 1.573
C -2.256 -5.619 1.993
N -1.623 -4.371 1.509
H 0.584 -6.288 0.376
H -0.766 -7.195 2.422
H -1.654 -7.443 0.909
H -2.387 -5.570 3.071
H -3.226 -5.758 1.521
H -1.983 -3.447 1.690
N 1.553 5.045 -3.354
N 1.173 3.763 -3.135
N 1.326 2.838 -4.067
C 0.962 1.746 -3.434
N 0.604 2.023 -2.166
N 0.751 3.346 -1.993
H 1.598 5.233 -4.351
H 0.996 5.704 -2.824
H 0.960 0.766 -3.879
C 4.284 -2.035 -0.252
O 3.062 -1.223 -0.142
P 2.557 -0.121 -1.133
O 2.767 -0.651 -2.614
C 2.548 -1.983 -3.140
O 3.448 1.172 -1.150
C 4.859 1.214 -1.556
H 3.977 -3.072 -0.344
H 4.842 -1.885 0.666
H 4.871 -1.732 -1.115
H 3.301 -2.139 -3.907
H 1.560 -2.033 -3.597
H 2.656 -2.735 -2.359
H 5.463 0.674 -0.831
H 5.136 2.262 -1.552
H 4.966 0.797 -2.553
*
```

Summary:
* HOMO-LUMO gap (spin up / spin down): 6.201 / 6.195 eV